DFT (the ωB97M-V functional and the def2-TZVPD basis) results for a structure of composition C38H55NO3SSeW at a distorted geometry.

Results
* net charge: +2
* expectation value of S²: 2.036
* ΔE to the lowest compared entry with this formula, charge and spin: 109.9 kJ/mol
* energy: -4627.58085 Eh
* spin multiplicity: 3
* LUMO (spin up / spin down): -6.726 / -8.622 eV
* molar mass: 868.7 g mol⁻¹
* HOMO-LUMO gap (spin up / spin down): 7.016 / 4.822 eV

XYZ file:
```
100
Properties=species:S:1:pos:R:3:mulliken_charge:R:1
W 1.5563 0.9453 0.4070 2.1425
C -2.4646 -5.1341 1.0273 -1.4500
C -1.5902 -4.7580 2.2135 2.1239
C -2.3016 -4.9771 3.5785 -2.4732
C -0.2951 -5.5445 2.2655 -1.5546
C -1.1639 -3.2723 2.0532 -0.6524
C -0.4106 -2.7982 0.9886 -0.7419
C -0.0374 -1.4420 0.9183 -0.4834
N 0.5489 -0.7480 -0.0716 0.1852
C 0.1457 -0.8918 -1.4433 0.7560
C -0.6679 -1.8870 -2.0136 -0.4772
C -0.8620 -1.8647 -3.3670 -0.3952
C -0.2660 -0.8826 -4.1345 -0.1907
C 0.3238 0.2223 -3.5868 -1.0450
C 0.5509 0.1617 -2.2440 0.4735
O 1.1709 1.2056 -1.5400 -1.5798
C 0.7141 1.4523 -4.4226 2.1332
C -0.0523 2.6856 -3.8650 -1.3386
C 2.2064 1.7611 -4.3110 -1.4006
C 0.2446 1.2664 -5.9232 -2.0275
C -1.8715 -2.8628 -4.0515 1.5538
C -1.1296 -3.5098 -5.3659 -1.8204
C -2.2174 -4.1173 -3.2220 -1.9402
C -3.2329 -2.1835 -4.3236 -1.5492
C -0.2534 -0.5826 2.0137 0.9893
O 0.2714 0.6876 1.8361 -0.8355
C -1.0126 -1.0128 3.1245 -0.6416
C -1.4923 -2.3233 3.0880 0.0360
C -1.3957 -0.1515 4.2996 2.4001
C -2.3300 0.9669 3.8335 -1.3929
C -2.0133 -0.9290 5.4624 -2.3603
C -0.0952 0.3526 4.8850 -1.2868
H -2.8716 -6.1285 1.0739 0.4850
H -1.8985 -4.9677 0.1134 0.2596
H -3.2688 -4.3459 1.0618 0.3485
H -2.3314 -6.0283 3.6905 0.5617
H -3.3735 -4.6587 3.5602 0.3374
H -1.7343 -4.6401 4.3909 0.6156
H -0.3639 -6.5717 2.5957 0.4118
H 0.3435 -5.1357 3.0291 0.4656
H 0.2542 -5.4541 1.3358 0.3252
H -0.1204 -3.4920 0.2001 1.0082
H -1.1115 -2.6431 -1.4348 0.4740
H -0.5069 -1.0634 -5.1894 0.5721
H -0.0234 2.7515 -2.8104 0.0124
H -1.1107 2.7054 -4.2655 0.3483
H 0.4844 3.5108 -4.2551 0.5069
H 2.4703 1.9499 -3.2996 0.1038
H 2.5884 2.5075 -4.9960 0.4748
H 2.8131 0.8351 -4.6276 0.3107
H -0.8010 0.8892 -5.8036 0.5081
H 0.8172 0.5613 -6.4928 0.3645
H 0.2993 2.2099 -6.4851 0.3935
H -0.1151 -3.9579 -5.0994 0.3489
H -1.1290 -2.8361 -6.1503 0.5964
H -1.7631 -4.4037 -5.6561 0.4331
H -1.4549 -4.8406 -3.4727 0.4450
H -3.0784 -4.6977 -3.5034 0.4699
H -2.1659 -4.0049 -2.1558 0.4341
H -3.0523 -1.3057 -4.9490 0.3478
H -3.6040 -1.8919 -3.3147 0.3535
H -3.9502 -2.8114 -4.7803 0.4834
H -2.1551 -2.7200 3.8897 0.6014
H -3.3213 0.6462 3.5242 0.3053
H -1.9089 1.4521 2.9691 0.1966
H -2.4614 1.6515 4.6544 0.4751
H -2.9965 -1.2981 5.3047 0.4086
H -2.0598 -0.2199 6.3306 0.4371
H -1.3366 -1.7383 5.6888 0.5592
H 0.6405 0.8238 4.1653 -0.0529
H 0.3071 -0.5404 5.3787 0.4519
H -0.3658 1.0998 5.6213 0.5216
C -0.3891 4.6157 4.0043 -1.4430
C 0.7913 4.0482 3.2466 0.2530
S 0.2888 3.9345 1.5503 0.3386
O 1.2733 2.9281 0.8784 -0.9260
C 0.8104 5.4425 0.8215 -0.7249
C 0.8130 5.2894 -0.6963 -0.4307
H -0.3094 4.1419 4.9659 0.3957
H -1.3058 4.2657 3.5467 0.4322
H -0.3832 5.7080 4.0677 0.3901
H 0.8410 3.0181 3.5360 -0.2238
H 1.7343 4.5663 3.2868 0.6212
H 1.7478 5.5910 1.3141 0.3861
H 0.0542 6.1073 1.2255 0.5314
H 0.7798 4.2561 -1.0274 -0.2948
H 1.7607 5.8284 -1.0808 0.2997
H -0.0406 5.7803 -1.1473 0.3779
Se 3.5300 -0.2131 1.0566 -0.0997
C 4.0836 1.6666 0.6406 -0.4020
C 4.3469 1.9900 -0.7091 0.3550
C 4.8473 3.2286 -1.0475 -0.6671
C 5.2634 4.0930 -0.0330 -0.5277
C 5.0801 3.7485 1.3181 -0.8794
C 4.4619 2.5692 1.6812 -0.4147
H 3.9603 1.3220 -1.5090 0.5708
H 5.1476 3.3895 -2.0917 0.4506
H 5.6399 5.0207 -0.3612 0.5207
H 5.6211 4.3804 1.9544 0.5170
H 4.3898 2.2509 2.6630 0.7333
```

=====

DFT (the ωB97M-V functional and the def2-TZVPD basis) results for a structure of composition C3H5N3O.

Results
* ΔE to the lowest compared entry with this formula, charge and spin: 231.7 kJ/mol
* energy: -356.76912 Eh
* LUMO: 0.889 eV
* molar mass: 99.1 g mol⁻¹
* HOMO-LUMO gap: 8.568 eV

XYZ file:
```
12
Properties=species:S:1:pos:R:3:nbo_charge:R:1
N -1.2697 1.5408 -0.7298 -0.8013
C -0.5157 0.4879 -0.2215 0.3130
C -0.9051 -0.6856 0.3566 -0.2217
N 0.2833 -1.3492 0.7653 -0.5512
C 1.3056 -0.5610 0.4118 0.6801
O 2.5876 -0.5474 0.4762 -0.6893
N 0.8661 0.5464 -0.1832 -0.6487
H -0.7928 2.0262 -1.4784 0.3825
H -2.1964 1.2606 -1.0214 0.3800
H -1.8831 -1.1056 0.5317 0.2176
H 0.3501 -2.2363 1.2338 0.4250
H 2.1700 0.6232 -0.1409 0.5139
```

=====

DFT (the ωB97M-V functional and the def2-TZVPD basis) results for a cluster of 4 separate species, C12H31NO7 in total.

Results
* ΔE to the lowest compared entry with this formula, charge and spin: 5.1 kJ/mol
* energy: -1057.17503 Eh
* LUMO: 0.506 eV
* molar mass: 301.4 g mol⁻¹
* HOMO-LUMO gap: 9.609 eV
* SMILES string: CCOC(=O)OC.COCCNCCOC.CO.CO

XYZ file:
```
51
Properties=species:S:1:pos:R:3:nbo_charge:R:1
C -0.2288 5.7763 2.7910 -0.6228
C 0.3554 5.7451 1.3909 -0.0689
O 1.0549 4.4994 1.2376 -0.4967
C 1.4189 4.0683 0.0377 1.0114
O 2.1375 3.1142 -0.1050 -0.6625
O 0.9160 4.7923 -0.9608 -0.5162
C 1.0766 4.2204 -2.2616 -0.2550
H 0.5103 5.4809 3.5318 0.2222
H -1.1177 5.1498 2.8404 0.2128
H -0.5394 6.7985 3.0136 0.2167
H 1.0791 6.5526 1.2665 0.1820
H -0.4504 5.8636 0.6718 0.1936
H 2.1074 4.2855 -2.6060 0.2006
H 0.4437 4.7995 -2.9277 0.1992
H 0.7557 3.1802 -2.2585 0.1933
C -6.4130 -4.8357 2.4523 -0.2437
O -5.0658 -4.7589 2.8514 -0.5403
C -4.2510 -4.2167 1.8418 -0.0586
C -2.9131 -3.8712 2.4588 -0.2356
N -2.0228 -3.2701 1.4526 -0.6195
C -0.8892 -2.6033 2.0975 -0.2347
C 0.0996 -2.1410 1.0742 -0.0714
O 0.6581 -3.2923 0.4562 -0.5502
C 1.7094 -2.9585 -0.4141 -0.2436
H -6.8320 -3.8323 2.3100 0.1635
H -6.9700 -5.3360 3.2409 0.1918
H -6.5088 -5.4065 1.5216 0.1638
H -4.7109 -3.3097 1.4293 0.1656
H -4.1161 -4.9352 1.0216 0.1578
H -2.4919 -4.7921 2.8881 0.1728
H -3.0698 -3.1937 3.2995 0.1920
H -1.6390 -4.0619 0.9411 0.3591
H -0.3951 -3.2235 2.8586 0.1741
H -1.3008 -1.7274 2.6104 0.1926
H 0.8868 -1.5229 1.5225 0.1719
H -0.4229 -1.5572 0.3021 0.1725
H 2.5282 -2.4827 0.1432 0.1643
H 1.3802 -2.2527 -1.1885 0.1617
H 2.0743 -3.8735 -0.8723 0.1942
C 3.4314 0.3029 -1.6833 -0.2391
O 4.1270 1.4545 -1.2320 -0.7441
H 4.1392 -0.4271 -2.0691 0.1792
H 2.8424 -0.1343 -0.8718 0.1630
H 2.7360 0.5722 -2.4934 0.1340
H 3.4945 1.9721 -0.7158 0.4971
C 3.7319 0.8224 -5.5892 -0.2517
O 2.3856 1.2682 -5.6827 -0.7222
H 4.2097 1.0513 -6.5419 0.1813
H 4.2842 1.3381 -4.8003 0.1715
H 3.8066 -0.2615 -5.4578 0.1608
H 1.9681 1.1699 -4.8231 0.4606
```

=====

DFT (the ωB97M-V functional and the def2-TZVPD basis) results for a cluster of 2 separate species, C4H4 in total at a distorted geometry.

Results
* ΔE to the lowest compared entry with this formula, charge and spin: 369.8 kJ/mol
* energy: -154.57963 Eh
* LUMO: 0.112 eV
* molar mass: 52.1 g mol⁻¹
* HOMO-LUMO gap: 9.712 eV

XYZ file:
```
8
Properties=species:S:1:pos:R:3:nbo_charge:R:1
C -0.8324 0.6296 0.1857 -0.0264
C 2.5114 -0.1306 -0.0005 -0.3719
C 1.2817 0.0761 0.1437 -0.1075
C -1.6710 -0.3740 -0.0751 -0.4659
H -0.7119 1.7384 0.3938 0.2535
H 3.5162 -0.1796 -0.0733 0.2166
H -2.8002 -0.3451 -0.1984 0.2453
H -1.2936 -1.4148 -0.3759 0.2563
```

=====

DFT (the ωB97M-V functional and the def2-TZVPD basis) results for a structure of composition C4H11AsClNaO.

Results
* energy: -3092.45967 Eh
* LUMO: -0.034 eV
* molar mass: 208.5 g mol⁻¹
* HOMO-LUMO gap: 6.609 eV

XYZ file:
```
19
Properties=species:S:1:pos:R:3:nbo_charge:R:1
Na -0.8742 1.5292 -1.7612 0.9093
C -1.2682 -0.8703 2.1970 -1.0042
As 0.0073 0.0190 1.0841 1.9800
C 0.6828 -1.2767 -0.1538 -1.0120
C 1.4626 0.5436 2.2073 -1.0037
O -0.6604 1.3175 0.2948 -1.2102
H -0.8106 -1.7205 2.7010 0.2416
H -2.0939 -1.2112 1.5760 0.2554
H -1.6393 -0.1598 2.9327 0.2536
H 1.1355 -2.1075 0.3872 0.2416
H 1.4222 -0.8055 -0.7990 0.2615
H -0.1336 -1.6472 -0.7714 0.2572
H 1.8865 -0.3205 2.7171 0.2416
H 1.0907 1.2595 2.9375 0.2535
H 2.2220 1.0177 1.5892 0.2556
Cl -2.1701 1.2172 -3.9976 -0.3340
C -0.2188 1.1266 -3.9699 -0.8997
H 0.0260 1.9144 -4.6863 0.1578
H -0.0666 0.1747 -4.4847 0.1550
```

=====

DFT (the ωB97M-V functional and the def2-TZVPD basis) results for a cluster of 2 separate species, CH2NO2S2 in total at a distorted geometry.

Results
* net charge: -1
* ΔE to the lowest compared entry with this formula, charge and spin: 122.5 kJ/mol
* energy: -1040.91452 Eh
* LUMO (spin up / spin down): 3.683 / 3.060 eV
* molar mass: 124.2 g mol⁻¹
* HOMO-LUMO gap (spin up / spin down): 6.961 / 5.298 eV

XYZ file:
```
8
Properties=species:S:1:pos:R:3:nbo_charge:R:1
C -1.1594 -0.6094 -0.0512 -0.0361
N -0.1543 -0.7469 -0.8436 -0.8053
O 1.8901 0.5257 0.5981 -0.9962
O 0.6307 2.5164 1.4088 -0.9501
S -2.6882 -1.1429 -0.2719 -0.3253
S 0.8779 1.0782 1.5501 1.3688
H -0.0397 -1.4234 -1.6841 0.3324
H 0.6429 -0.1976 -0.7062 0.4119
```